Record 1
Molecular formula: CH6NS
Method: DFT, ωB97M-V with the def2-TZVPD basis set

Properties
Net charge: +1
Kohn-Sham gap in Eh: 0.382
E_HOMO in Eh: -0.53586
Total energy in Ha: -494.3188
Energy relative to the best compared isomer or geometry (same formula, charge and spin) in kcal/mol: 23.3

Last column: Mulliken charge in e.
Element x y z (Å)
C  -0.38  0.61  -0.12  -0.504
N  0.62  -0.58  -0.35  -0.351
S  -2.05  -0.11  0.02  -0.047
H  -0.20  1.02  1.16  0.347
H  -0.20  1.36  -0.87  0.378
H  0.58  -1.34  0.35  0.337
H  1.55  -0.21  -0.56  0.365
H  0.37  -0.87  -1.23  0.333
H  -1.67  -0.80  -1.13  0.142

=====

Record 2
Molecular formula: C6H15N
Method: DFT, ωB97M-V with the def2-TZVPD basis set

Properties
Kohn-Sham gap in Eh: 0.356
SMILES string: CC[C@@H](C)[C@H](C)N
E_HOMO in Eh: -0.31180
Total energy in Ha: -292.3433
Energy relative to the best compared isomer or geometry (same formula, charge and spin) in kcal/mol: 16.1

Last column: Mulliken charge in e.
Element x y z (Å)
C  -2.22  -0.37  -1.65  -1.298
C  -1.08  -0.79  -0.75  -0.802
C  -0.32  0.24  0.04  0.867
C  -1.15  0.80  1.20  -1.523
C  1.07  -0.24  0.46  0.286
C  1.87  0.72  1.33  -1.471
N  1.90  -0.56  -0.68  -0.494
H  -2.61  -1.26  -2.12  0.375
H  -1.90  0.36  -2.40  0.320
H  -3.08  0.12  -1.16  0.310
H  -0.42  -1.38  -1.38  0.328
H  -1.45  -1.59  -0.09  0.292
H  -0.14  1.07  -0.65  0.072
H  -0.95  1.86  1.34  0.331
H  -2.19  0.58  0.96  0.427
H  -0.81  0.34  2.11  0.327
H  0.90  -1.21  0.95  0.242
H  2.33  1.52  0.78  0.391
H  1.25  1.04  2.17  0.364
H  2.62  0.13  1.86  0.395
H  1.62  -1.26  -1.33  0.122
H  2.76  -0.09  -0.90  0.139

=====

Record 3
Molecular formula: C28H45Cl2OPRe
Method: DFT, ωB97M-V with the def2-TZVPD basis set

Properties
Kohn-Sham gap (spin up / spin down) in Eh: 0.191 / 0.289
2S+1: 4
E_HOMO (spin up / spin down) in Eh: -0.19642 / -0.28564
Total energy in Ha: -2509.1884

Last column: Mulliken charge in e.
Element x y z (Å)
P  -0.15  0.78  -0.67  -0.314
C  -1.79  0.22  -1.30  0.400
C  -2.26  1.08  -2.48  -0.548
C  -3.69  0.70  -2.85  -0.928
C  -3.85  -0.81  -3.08  -0.725
C  -3.29  -1.67  -1.94  -0.839
C  -1.84  -1.28  -1.60  -0.226
C  1.29  0.11  -1.59  0.146
C  1.17  0.51  -3.05  -0.833
C  2.48  0.16  -3.78  -0.894
C  2.86  -1.31  -3.58  -0.757
C  2.85  -1.77  -2.12  -0.701
C  1.54  -1.40  -1.41  0.525
C  -0.08  2.63  -0.68  0.221
C  -1.21  3.21  0.19  -0.585
C  -1.18  4.74  0.08  -0.825
C  0.18  5.32  0.46  -0.664
C  1.34  4.65  -0.29  -0.892
C  1.29  3.12  -0.19  -0.553
H  -2.45  0.40  -0.41  0.616
H  -1.58  0.91  -3.33  0.141
H  -2.21  2.15  -2.24  0.263
H  -3.98  1.27  -3.75  0.394
H  -4.35  1.02  -2.03  0.374
H  -4.91  -1.04  -3.23  0.396
H  -3.33  -1.07  -4.01  0.334
H  -3.90  -1.54  -1.04  0.394
H  -3.32  -2.74  -2.22  0.391
H  -1.47  -1.85  -0.74  -0.417
H  -1.18  -1.51  -2.45  0.286
H  2.16  0.61  -1.11  0.725
H  3.26  0.81  -3.36  0.372
H  0.96  1.59  -3.16  0.258
H  0.33  -0.04  -3.51  0.213
H  2.36  0.41  -4.84  0.393
H  3.84  -1.48  -4.02  0.422
H  2.14  -1.93  -4.14  0.322
H  3.02  -2.85  -2.05  0.387
H  3.67  -1.27  -1.58  0.402
H  1.58  -1.65  -0.35  -1.234
H  0.70  -1.98  -1.83  0.373
H  -0.22  2.97  -1.73  0.756
H  -2.20  2.83  -0.12  0.356
H  -1.09  2.87  1.24  0.086
H  -1.41  5.00  -0.96  0.331
H  -1.97  5.17  0.71  0.381
H  0.34  5.21  1.54  0.295
H  0.19  6.40  0.24  0.393
H  2.31  5.02  0.08  0.406
H  1.27  4.91  -1.36  0.368
H  2.11  2.69  -0.79  0.231
H  1.47  2.78  0.84  0.123
Re  -0.01  0.01  2.16  0.830
Cl  2.30  0.26  1.81  -0.580
Cl  -2.30  0.42  2.34  -0.564
C  -0.31  -1.84  1.63  -0.989
H  -1.38  -2.01  1.38  0.526
C  0.42  -3.12  1.64  1.226
C  1.83  -3.13  1.71  0.046
C  2.53  -4.34  1.70  -0.844
C  1.83  -5.55  1.65  -0.381
C  0.42  -5.55  1.61  -0.594
C  -0.28  -4.35  1.61  -0.531
H  2.36  -2.19  1.78  0.252
H  3.62  -4.33  1.74  0.395
H  -0.13  -6.49  1.59  0.386
H  -1.37  -4.33  1.59  0.413
H  2.37  -6.49  1.65  0.385
C  1.11  -0.74  5.99  -0.984
C  0.08  0.06  5.28  0.630
C  -1.10  0.69  5.92  -1.030
O  0.28  0.29  4.07  -0.814
H  0.93  -0.67  7.08  0.386
H  2.12  -0.37  5.74  0.271
H  1.07  -1.80  5.67  0.183
H  -1.15  1.76  5.67  0.241
H  -2.04  0.22  5.56  0.216
H  -1.01  0.56  7.01  0.385

=====

Record 4
Molecular formula: C3H2F2O
Method: DFT, ωB97M-V with the def2-TZVPD basis set

Properties
Kohn-Sham gap (spin up / spin down) in Eh: 0.339 / 0.318
E_HOMO (spin up / spin down) in Eh: -0.37423 / -0.36691
Total energy in Ha: -390.2975
Energy relative to the best compared isomer or geometry (same formula, charge and spin) in kcal/mol: 102.4

Last column: Mulliken charge in e.
Element x y z (Å)
C  -0.55  -0.01  -0.33  -0.606
C  0.34  0.59  0.36  0.210
C  0.08  -2.57  -0.57  0.382
O  -0.68  -3.43  -0.91  -0.336
F  0.39  1.85  0.87  -0.208
F  1.32  -2.71  -0.17  -0.134
H  -1.47  -0.09  -0.72  0.392
H  1.20  0.12  0.51  0.300